(1)
Computed, not measured: a cluster of 2 separate species, C6H13NO2 in total at a distorted geometry, with ωB97M-V/def2-TZVPD.

Electronic energy (eV): -12015.141
Maximum force (eV Å⁻¹): 2.29
Frontier orbital gap (spin up / spin down) (Eh): 0.265 / 0.265
Energy relative to the best compared isomer or geometry (same formula, charge and spin) (kcal/mol): 82.7
Lowest unoccupied orbital energy (spin up / spin down) (eV): -0.174 / -0.173

Geometry (Å):
C  -1.60651  0.11557  1.09628
C  -2.12968  -0.96477  0.29251
C  0.05294  0.18980  1.33064
O  0.49113  -1.05924  1.73346
O  0.55911  1.19516  1.78681
H  1.25306  -0.91463  2.31411
H  -1.83797  0.00569  2.15640
H  -1.85162  1.11124  0.73755
H  -1.03543  -1.13693  -0.79638
H  -2.20052  -1.93977  0.75974
H  -2.89870  -0.73019  -0.43517
C  0.11557  1.38675  -1.35613
C  2.17180  0.08970  -0.58108
C  0.68931  0.09723  -0.84549
N  0.08185  -1.02292  -1.23685
H  0.56763  -1.86073  -0.92426
H  2.71151  0.24271  -1.52033
H  -0.95844  1.30276  -1.51818
H  0.58809  1.65031  -2.30678
H  0.30647  2.18721  -0.64172
H  2.43325  0.90529  0.09103
H  2.49716  -0.85028  -0.13616

Charge distribution, Mulliken scheme, values in e: atom 1 (C): -0.38, atom 2 (C): -1.09, atom 3 (C): 0.49, atom 4 (O): -0.46, atom 5 (O): -0.61, atom 6 (H): 0.36, atom 7 (H): 0.41, atom 8 (H): 0.28, atom 9 (H): 0.24, atom 10 (H): 0.29, atom 11 (H): 0.38, atom 12 (C): -1.37, atom 13 (C): -1.33, atom 14 (C): 0.74, atom 15 (N): -0.43, atom 16 (H): 0.34, atom 17 (H): 0.38, atom 18 (H): 0.33, atom 19 (H): 0.40, atom 20 (H): 0.31, atom 21 (H): 0.33, atom 22 (H): 0.37

(2)
Computed, not measured: a structure of composition C6H13NO3 at a distorted geometry, with ωB97M-V/def2-TZVPD.

Electronic energy (eV): -14062.398
Maximum force (eV Å⁻¹): 3.99
Frontier orbital gap (Eh): 0.371
Energy relative to the best compared isomer or geometry (same formula, charge and spin) (kcal/mol): 97.6
Lowest unoccupied orbital energy (eV): 0.469

Geometry (Å):
C  -2.70412  -1.06997  1.23509
C  -2.90110  0.28496  0.56705
C  -1.65464  1.15701  0.65390
N  -1.74293  2.41747  -0.10829
C  -1.89011  3.91937  1.08716
O  -1.26464  4.94279  0.96930
C  -1.03420  2.52172  -1.30605
C  -0.68552  1.26022  -2.05679
O  -0.72186  3.60414  -1.77454
H  -1.89966  -1.63703  0.74354
H  -2.43348  -0.95336  2.29497
H  -3.62306  -1.66927  1.18479
H  -3.17878  0.15145  -0.48995
H  -3.73776  0.82131  1.04148
H  -1.43463  1.38134  1.70582
H  -0.76361  0.58370  0.37128
H  -2.12873  3.45199  2.06282
H  -1.49543  0.52023  -2.02990
H  -0.48015  1.51823  -3.09946
H  0.21864  0.80895  -1.62307
H  -3.20245  3.09112  -0.36083
O  -3.73623  4.14546  0.22749
H  -4.32611  3.83291  0.92764

Charge distribution, Mulliken scheme, values in e: atom 1 (C): -1.34, atom 2 (C): -0.02, atom 3 (C): -0.98, atom 4 (N): -0.17, atom 5 (C): 0.36, atom 6 (O): -0.42, atom 7 (C): 0.64, atom 8 (C): -1.08, atom 9 (O): -0.59, atom 10 (H): 0.33, atom 11 (H): 0.32, atom 12 (H): 0.37, atom 13 (H): 0.28, atom 14 (H): 0.22, atom 15 (H): 0.37, atom 16 (H): 0.32, atom 17 (H): 0.33, atom 18 (H): 0.27, atom 19 (H): 0.35, atom 20 (H): 0.28, atom 21 (H): 0.58, atom 22 (O): -0.71, atom 23 (H): 0.31

(3)
Computed, not measured: the molecule C6H13NO4 at a distorted geometry, with ωB97M-V/def2-TZVPD.

Electronic energy (eV): -16110.198
Maximum force (eV Å⁻¹): 3.93
Frontier orbital gap (Eh): 0.364
Energy relative to the best compared isomer or geometry (same formula, charge and spin) (kcal/mol): 60.0
SMILES: OC[C@H]1NC[C@H](O)[C@H](O)[C@H]1O
Lowest unoccupied orbital energy (eV): 0.502

Geometry (Å):
C  2.11052  -0.26163  0.27834
C  1.05471  -0.33663  -0.88700
C  -0.44422  -1.72060  0.31062
C  -1.54328  -0.60402  0.57695
C  -0.86937  0.80729  0.48739
C  0.05274  0.93824  -0.71609
H  1.26900  0.62290  1.49499
H  2.86529  -1.01121  0.27809
H  2.70253  0.60024  0.01637
H  1.63922  -0.09514  -1.81475
H  -0.28305  -1.52301  -1.79003
H  0.09888  -1.95639  1.24080
H  -1.07825  -2.68196  0.28882
H  -2.02924  -0.97301  1.49890
H  -3.35454  -0.18061  -0.04457
H  -0.17275  1.01848  1.37654
H  -1.47012  2.54118  0.01403
H  -0.46654  0.90488  -1.68908
H  1.46142  2.50558  -1.15696
N  0.36834  -1.70139  -0.99851
O  1.71071  -0.22245  1.56661
O  -2.54704  -0.68742  -0.37557
O  -1.87088  1.77979  0.56758
O  0.79589  2.23689  -0.52346

Charge distribution, Mulliken scheme, values in e: atom 1 (C): -1.07, atom 2 (C): 0.21, atom 3 (C): -0.88, atom 4 (C): -0.13, atom 5 (C): 0.69, atom 6 (C): -0.68, atom 7 (H): 0.34, atom 8 (H): 0.46, atom 9 (H): 0.40, atom 10 (H): 0.34, atom 11 (H): 0.39, atom 12 (H): 0.37, atom 13 (H): 0.42, atom 14 (H): 0.38, atom 15 (H): 0.38, atom 16 (H): 0.09, atom 17 (H): 0.41, atom 18 (H): 0.33, atom 19 (H): 0.34, atom 20 (N): -0.49, atom 21 (O): -0.56, atom 22 (O): -0.58, atom 23 (O): -0.59, atom 24 (O): -0.56

(4)
Computed, not measured: a cluster of 2 separate species, C6H13NO4 in total at a distorted geometry, with ωB97M-V/def2-TZVPD.

Electronic energy (eV): -16108.451
Maximum force (eV Å⁻¹): 6.87
Frontier orbital gap (Eh): 0.343
Energy relative to the best compared isomer or geometry (same formula, charge and spin) (kcal/mol): 100.3
Lowest unoccupied orbital energy (eV): -0.138

Geometry (Å):
C  1.54672  0.17738  -0.33337
C  1.29752  1.58792  0.26042
C  -1.12742  1.42550  -0.66003
C  -1.31639  -0.14265  -0.72341
C  -0.80994  -0.88976  0.38231
C  0.67294  -0.95343  0.42681
H  3.47421  0.86412  -0.50159
H  1.21966  0.21961  -1.34505
H  1.75839  1.77634  1.19398
H  1.81138  2.27864  -0.52452
H  -0.19068  2.95392  0.49809
H  -0.91158  1.88413  -1.72180
H  -2.13442  2.01787  -0.38727
H  -0.91297  -0.58317  -1.67692
H  -3.14967  -0.36219  0.13961
H  -1.19278  -1.96883  0.61597
H  -1.11567  0.57757  1.57221
H  1.09880  -0.93543  1.48365
H  1.88813  -2.21102  -0.60110
N  -0.08169  1.96159  0.35464
O  2.85693  -0.30101  -0.29195
O  -2.77287  -0.63474  -0.82145
O  -1.39472  -0.28526  1.62242
O  0.97920  -2.21304  -0.17704

Charge distribution, Mulliken scheme, values in e: atom 1 (C): 0.19, atom 2 (C): -1.05, atom 3 (C): -0.80, atom 4 (C): -0.02, atom 5 (C): -0.09, atom 6 (C): -0.02, atom 7 (H): 0.41, atom 8 (H): 0.34, atom 9 (H): 0.36, atom 10 (H): 0.45, atom 11 (H): 0.26, atom 12 (H): 0.27, atom 13 (H): 0.29, atom 14 (H): 0.39, atom 15 (H): 0.42, atom 16 (H): 0.32, atom 17 (H): 0.44, atom 18 (H): 0.32, atom 19 (H): 0.37, atom 20 (N): -0.33, atom 21 (O): -0.69, atom 22 (O): -0.62, atom 23 (O): -0.62, atom 24 (O): -0.58

(5)
Computed, not measured: a cluster of 2 separate species, C6H13NOS2 in total at a distorted geometry, with ωB97M-V/def2-TZVPD.

Electronic energy (eV): -31635.074
Maximum force (eV Å⁻¹): 4.33
Frontier orbital gap (spin up / spin down) (Eh): 0.252 / 0.274
Energy relative to the best compared isomer or geometry (same formula, charge and spin) (kcal/mol): 0.0
Lowest unoccupied orbital energy (spin up / spin down) (eV): 0.594 / -1.806
2S+1: 3

Geometry (Å):
C  -0.71533  2.27402  2.59405
C  0.66777  -1.78021  -2.20607
C  1.98683  -0.26386  -0.86284
C  0.34359  -1.85727  0.34935
C  -2.63172  2.38018  1.07606
C  0.63651  -1.04730  -0.92072
N  -1.82745  2.56272  2.21321
O  0.81320  0.63953  3.62592
S  0.73629  2.03867  3.22748
S  -0.72433  0.17694  -1.09544
H  -0.31771  -2.36577  -2.40386
H  0.92113  -1.05803  -3.06452
H  1.65833  -2.34857  -2.25945
H  2.18383  0.24159  -1.83199
H  2.79583  -0.96640  -0.64167
H  1.88382  0.49523  0.01523
H  -0.62688  -2.17078  0.29332
H  1.04749  -2.75714  0.40543
H  0.35727  -1.19113  1.28943
H  -3.40086  1.62512  1.26608
H  -3.05952  3.37742  1.05394
H  -1.98996  1.95808  0.18298
H  -0.73813  0.03695  -2.30592

Charge distribution, Mulliken scheme, values in e: atom 1 (C): 0.41, atom 2 (C): -1.62, atom 3 (C): -1.21, atom 4 (C): -1.30, atom 5 (C): -0.38, atom 6 (C): 1.18, atom 7 (N): -0.32, atom 8 (O): -0.37, atom 9 (S): 0.07, atom 10 (S): -0.13, atom 11 (H): 0.32, atom 12 (H): 0.43, atom 13 (H): 0.37, atom 14 (H): 0.38, atom 15 (H): 0.38, atom 16 (H): 0.22, atom 17 (H): 0.45, atom 18 (H): 0.31, atom 19 (H): 0.24, atom 20 (H): 0.25, atom 21 (H): 0.32, atom 22 (H): -0.06, atom 23 (H): 0.08